{
  "formula": "C32H38AuN5SSb",
  "method": "wB97M-V/def2-TZVPD",
  "species": ["Au", "S", "C", "N", "C", "C", "C", "N", "H", "H", "H", "H", "C", "C", "C", "C", "C", "C", "C", "Sb", "C", "C", "C", "C", "C", "C", "C", "C", "C", "C", "C", "C", "C", "C", "H", "H", "H", "H", "H", "H", "H", "H", "H", "H", "H", "H", "H", "H", "H", "H", "H", "H", "H", "H", "H", "C", "C", "N", "C", "N", "C", "C", "C", "N", "C", "H", "H", "H", "H", "H", "H", "H", "H", "H", "H", "H", "H", "H"],
  "xyz": [[-0.250186, -1.025222, 0.715036], [-2.499126, -1.135625, -1.425804], [-1.992370, -1.388579, -2.995014], [-1.705500, -2.676687, -3.393426], [-1.287200, -3.006517, -4.633029], [-1.135331, -2.022041, -5.556050], [-1.451368, -0.715626, -5.120096], [-1.861160, -0.405060, -3.919442], [-1.832118, -3.387447, -2.687516], [-1.100038, -4.055703, -4.811295], [-0.805286, -2.227717, -6.560926], [-1.357372, 0.113053, -5.814646], [3.228053, -1.270665, 1.751751], [3.930877, -0.041870, 1.246118], [5.258805, 0.184451, 1.599646], [5.950725, 1.293449, 1.139969], [5.322894, 2.212604, 0.314755], [3.999449, 2.008037, -0.042914], [3.307822, 0.887975, 0.411070], [1.308616, 0.733572, -0.240238], [0.659172, 2.679995, 0.310193], [0.662358, 3.716124, -0.617705], [0.301564, 5.003797, -0.249613], [-0.056596, 5.264213, 1.060665], [-0.023144, 4.244899, 1.998214], [0.342243, 2.948568, 1.651712], [0.456768, 1.911265, 2.735311], [1.451547, 0.840084, -2.349647], [0.511751, 1.583933, -3.053072], [0.596112, 1.717623, -4.431152], [1.606720, 1.067599, -5.118113], [2.500358, 0.261475, -4.428278], [2.441375, 0.128360, -3.043631], [3.420286, -0.788724, -2.362165], [3.890626, -1.856692, 2.386723], [2.901015, -1.913114, 0.930132], [2.337539, -1.021186, 2.333215], [5.757264, -0.526526, 2.247042], [6.982709, 1.442037, 1.429174], [5.853435, 3.083069, -0.046626], [3.507459, 2.731893, -0.684171], [0.960753, 3.536966, -1.641601], [0.309323, 5.794693, -0.987635], [-0.343154, 6.263540, 1.360147], [-0.269984, 4.458664, 3.030840], [0.150203, 2.321687, 3.696190], [1.491824, 1.571651, 2.838511], [-0.160564, 1.033145, 2.534100], [-0.315291, 2.055575, -2.536273], [-0.136967, 2.316131, -4.956228], [1.692812, 1.171586, -6.192302], [3.267619, -0.277068, -4.971164], [3.875888, -1.459135, -3.089451], [2.931405, -1.412947, -1.607963], [4.221424, -0.241657, -1.862755], [-5.357966, -0.521448, 2.554839], [-4.297578, 0.441780, 2.065863], [-3.067695, -0.285667, 1.779566], [-2.744617, -1.502307, 2.281415], [-1.645968, -2.092653, 1.853800], [-1.294425, -3.435761, 2.307860], [-2.472491, -4.176021, 2.909866], [-3.160178, -3.260309, 3.898659], [-3.569469, -2.048020, 3.204586], [-4.767120, -1.359137, 3.670096], [-5.678226, -1.169918, 1.736977], [-6.229792, 0.021580, 2.917627], [-4.109680, 1.215358, 2.816666], [-4.607817, 0.939032, 1.147632], [-2.544424, -0.003274, 0.964800], [-0.478705, -3.366906, 3.035984], [-0.906764, -3.987270, 1.449289], [-2.136672, -5.091042, 3.397170], [-3.181845, -4.453647, 2.127083], [-2.494369, -3.018246, 4.735606], [-4.055717, -3.720444, 4.314561], [-4.531832, -0.730669, 4.537612], [-5.472693, -2.120914, 4.001870]],
  "forces_ev_per_angstrom": [[0.001, 0.155, 0.022], [-0.046, -0.061, -0.038], [-0.081, 0.020, 0.054], [0.045, 0.007, -0.047], [-0.014, 0.114, 0.000], [-0.030, -0.055, 0.083], [0.021, -0.044, -0.113], [0.019, -0.010, 0.023], [-0.006, -0.008, 0.028], [0.015, 0.007, -0.044], [0.006, -0.002, -0.007], [-0.013, -0.022, -0.013], [-0.022, -0.098, 0.047], [0.029, -0.010, -0.028], [-0.013, -0.021, 0.016], [0.042, 0.026, 0.004], [-0.041, 0.011, -0.030], [0.017, 0.009, 0.008], [0.096, 0.085, 0.016], [-0.203, -0.040, -0.030], [0.083, 0.042, 0.098], [0.013, 0.015, -0.050], [0.006, 0.027, -0.034], [-0.010, 0.047, -0.009], [-0.019, -0.019, 0.015], [0.039, -0.028, -0.038], [-0.012, -0.041, 0.009], [0.097, -0.159, -0.043], [-0.131, 0.072, -0.018], [0.013, 0.010, 0.021], [-0.001, 0.016, 0.000], [0.001, 0.013, 0.015], [0.002, 0.022, -0.039], [0.040, -0.061, 0.048], [-0.004, -0.003, 0.001], [0.011, 0.004, -0.006], [0.009, 0.020, 0.007], [0.006, -0.004, 0.004], [0.004, -0.010, 0.007], [0.011, 0.003, 0.003], [-0.010, -0.001, 0.005], [0.002, 0.009, 0.024], [-0.004, 0.013, 0.005], [-0.002, 0.007, 0.003], [-0.004, 0.008, 0.011], [0.013, 0.005, -0.003], [0.002, -0.022, -0.010], [-0.027, -0.016, -0.003], [0.027, -0.009, -0.004], [0.004, 0.011, -0.006], [0.002, -0.006, -0.007], [0.005, 0.000, -0.013], [0.009, -0.003, 0.005], [-0.005, 0.020, 0.011], [-0.017, 0.021, -0.016], [-0.032, 0.002, 0.011], [0.034, 0.040, -0.005], [0.005, 0.006, 0.002], [-0.007, -0.045, -0.029], [-0.048, 0.047, 0.090], [0.088, -0.033, -0.023], [0.003, -0.048, -0.017], [0.016, 0.028, 0.028], [-0.026, -0.024, -0.028], [0.021, 0.028, 0.030], [0.006, -0.014, 0.003], [0.012, 0.016, 0.001], [-0.015, -0.020, -0.002], [-0.016, 0.000, 0.012], [0.013, -0.018, 0.003], [-0.029, -0.021, 0.009], [0.010, -0.003, 0.023], [0.023, 0.011, 0.011], [-0.008, 0.005, 0.006], [-0.005, -0.019, -0.014], [0.003, -0.012, -0.021], [-0.017, 0.000, -0.013], [-0.007, 0.006, -0.021]],
  "gap_ev": 7.9,
  "charge": 1,
  "energy_ha": -2289.935764
}

{
  "formula": "C32H38ClFeN8O3Se",
  "method": "wB97M-V/def2-TZVPD",
  "species": ["Fe", "N", "C", "N", "C", "N", "N", "C", "N", "C", "C", "C", "C", "C", "N", "H", "H", "H", "H", "H", "H", "H", "H", "C", "C", "C", "C", "Cl", "C", "C", "C", "O", "C", "C", "O", "O", "H", "H", "H", "H", "H", "H", "H", "H", "C", "C", "C", "C", "N", "C", "Se", "N", "C", "C", "C", "C", "C", "C", "C", "C", "C", "C", "H", "H", "H", "H", "H", "H", "H", "H", "H", "H", "H", "H", "H", "H", "H", "H", "H", "H", "H", "H", "H", "H"],
  "xyz": [[-0.537174, -0.242392, 0.743451], [3.067903, -1.279251, 0.288242], [2.712335, -1.061693, 1.555750], [3.607635, -1.258350, 2.503085], [3.230998, -1.001126, 3.757544], [4.099608, -1.202007, 4.732928], [1.996718, -0.536268, 4.099340], [1.179617, -0.425641, 3.109450], [1.428541, -0.667601, 1.808685], [-1.229020, -0.923887, 3.369819], [-1.894060, -0.928214, 4.699260], [-3.203283, -0.596843, 4.815203], [-3.942882, -0.252054, 3.668489], [-3.286085, -0.201625, 2.433805], [-2.016083, -0.467228, 2.274569], [4.010417, -1.582958, 0.105359], [2.450379, -1.079746, -0.475377], [5.007413, -1.579303, 4.518454], [3.829313, -1.044405, 5.688834], [-1.290534, -1.253262, 5.535248], [-3.684514, -0.612415, 5.783849], [-4.991968, -0.004215, 3.738651], [-3.811699, 0.102774, 1.534987], [-2.276832, -1.334608, -1.544318], [-3.115382, -2.089291, -0.549338], [-4.483937, -2.224845, -0.720651], [-5.261991, -2.901943, 0.211191], [-6.956163, -3.051322, -0.036123], [-4.677252, -3.431550, 1.350560], [-3.311515, -3.293542, 1.544375], [-2.537058, -2.651178, 0.590976], [-1.167506, -2.452131, 0.726045], [-0.503215, -3.069617, 1.803090], [-0.580061, -2.374963, 3.169567], [-0.058877, -2.883892, 4.113869], [-0.081602, 0.023878, 3.344723], [-2.898899, -0.673323, -2.143045], [-1.763230, -2.016251, -2.224066], [-1.506518, -0.731314, -1.044700], [-4.959014, -1.791543, -1.591627], [-5.284254, -3.937796, 2.087788], [-2.878637, -3.703008, 2.448314], [0.553344, -3.058503, 1.531431], [-0.789449, -4.115540, 1.935119], [0.553212, 6.416770, 2.656938], [1.874347, 5.647444, 2.655679], [1.882420, 4.389409, 1.774745], [1.385080, 3.107475, 2.454107], [-0.058778, 3.067298, 2.660230], [-0.965083, 2.794256, 1.708691], [-0.589939, 2.017450, 0.039950], [-2.203999, 3.001347, 2.197686], [-3.440255, 3.116572, 1.424211], [-3.928648, 4.569351, 1.341245], [-2.933794, 5.543077, 0.711176], [-2.617463, 5.252056, -0.754969], [-2.089964, 3.341961, 3.538013], [-3.055204, 3.594444, 4.506779], [-2.603593, 3.892269, 5.776658], [-1.234295, 3.940952, 6.071593], [-0.275840, 3.687962, 5.111334], [-0.726217, 3.380677, 3.832694], [0.632133, 7.292188, 3.301121], [-0.279213, 5.818655, 3.025629], [0.315183, 6.766318, 1.651094], [2.149521, 5.375727, 3.679342], [2.648407, 6.322704, 2.290046], [2.908379, 4.184852, 1.462890], [1.295715, 4.565740, 0.868438], [1.859210, 2.985308, 3.428108], [1.654878, 2.253240, 1.833422], [-4.202242, 2.501381, 1.906988], [-3.247889, 2.727215, 0.426318], [-4.177851, 4.918813, 2.344977], [-4.850860, 4.565505, 0.756589], [-2.010334, 5.556049, 1.297664], [-3.365028, 6.542008, 0.787164], [-1.983865, 4.373209, -0.873480], [-2.089519, 6.097078, -1.194867], [-3.533455, 5.093600, -1.326462], [-4.111815, 3.555789, 4.277850], [-3.320593, 4.100564, 6.558838], [-0.927887, 4.180115, 7.080541], [0.777413, 3.730659, 5.352625]],
  "forces_ev_per_angstrom": [[0.391, -0.447, 0.943], [0.019, -0.081, 0.082], [-0.168, 0.011, 0.069], [0.279, -0.055, -0.034], [-0.099, 0.058, -0.286], [-0.013, -0.014, 0.047], [-0.143, 0.077, 0.311], [0.290, -0.095, -0.215], [-0.762, 0.138, -0.319], [0.518, -0.077, 0.155], [0.309, 0.145, -0.013], [-0.188, 0.006, -0.040], [-0.103, -0.076, 0.521], [0.564, 0.084, -0.559], [-0.221, -0.024, -0.154], [-0.007, 0.036, -0.051], [0.006, 0.013, -0.065], [0.021, 0.019, 0.001], [-0.014, 0.006, -0.006], [-0.015, 0.047, 0.021], [0.009, -0.004, 0.002], [-0.007, -0.009, -0.069], [-0.086, 0.008, 0.030], [-0.279, -0.433, -0.074], [0.224, 0.010, 0.267], [-0.114, 0.034, -0.027], [0.185, 0.050, 0.078], [-0.075, -0.006, -0.021], [-0.106, 0.074, -0.092], [0.315, -0.083, -0.004], [-0.701, -0.123, -0.213], [0.284, 0.331, -0.104], [0.353, -0.306, 0.332], [-0.350, 0.149, -0.299], [-0.034, -0.059, -0.004], [-0.351, -0.007, 0.398], [0.113, 0.140, 0.051], [0.120, 0.033, 0.055], [-0.018, 0.176, -0.345], [-0.004, -0.025, -0.015], [0.002, -0.032, -0.013], [0.014, -0.029, -0.018], [-0.025, -0.103, 0.084], [-0.121, 0.074, -0.071], [0.177, -0.013, 0.051], [-0.216, -0.032, -0.112], [-0.075, 0.054, 0.280], [0.374, 0.099, -0.167], [-0.170, -0.111, -0.223], [-0.185, -0.075, 0.359], [0.119, 0.577, -0.701], [0.299, -0.059, -0.120], [-0.244, 0.216, -0.081], [0.228, -0.026, 0.063], [-0.083, -0.140, -0.110], [-0.006, 0.079, 0.161], [0.224, 0.101, 0.195], [-0.084, -0.012, -0.025], [-0.051, -0.003, -0.057], [0.006, -0.017, 0.025], [0.152, 0.010, 0.030], [-0.412, 0.122, 0.149], [-0.046, 0.018, -0.022], [-0.082, -0.024, -0.003], [-0.046, -0.018, -0.009], [0.076, 0.032, -0.006], [0.064, -0.038, 0.062], [-0.023, -0.050, -0.056], [0.066, -0.050, -0.060], [-0.051, -0.045, 0.014], [-0.069, -0.084, 0.048], [0.030, -0.046, -0.026], [0.049, -0.108, 0.046], [-0.095, -0.008, -0.026], [-0.046, -0.042, 0.046], [0.019, 0.083, 0.028], [0.043, 0.014, 0.069], [-0.017, -0.051, -0.047], [0.013, -0.038, -0.065], [0.002, 0.018, -0.039], [0.003, 0.039, 0.018], [0.007, -0.010, 0.003], [0.040, 0.011, -0.017], [-0.002, 0.002, -0.010]],
  "s2": 8.79,
  "spin_multiplicity": 6,
  "gap_ev": [8.6, 6.1],
  "charge": 2,
  "energy_ha": -6030.872785
}

> charge of number 2 (C32H38ClFeN8O3Se)?

+2

> Look up the charge of the first one.

+1

> What is the charge in the second record?

+2

> Which of these has the lowest charge?

C32H38AuN5SSb